(1)
ORCA calculation (the ωB97M-V functional and the def2-TZVPD basis) on a 2-piece molecular cluster, C8H13Cl2NO3 overall.

```
27
Properties=species:S:1:pos:R:3:forces:R:3:nbo_charge:R:1
C -0.679 -1.284 -1.816 1.453 -0.139 -0.590 -0.6198
C 0.696 -2.051 -2.251 -0.991 1.316 0.092 -0.2031
Cl 1.266 -2.953 -0.756 -0.224 0.202 -1.155 -0.0750
C 1.740 -0.900 -2.637 -0.897 0.044 0.355 -0.0997
O 3.141 -1.243 -2.345 0.480 2.589 1.153 -0.5299
C 3.735 0.034 -2.046 0.078 1.133 -3.804 0.9799
O 3.984 0.829 -2.972 -0.702 -2.820 4.181 -0.5248
O 3.954 0.294 -0.658 -0.615 -0.919 -1.924 -0.5198
Cl 3.129 1.695 -0.211 0.176 0.116 0.010 0.2776
H -0.542 -0.971 -0.717 -0.443 -0.493 -2.007 0.2269
H -1.577 -1.964 -1.975 1.177 1.027 0.345 0.2294
H -0.720 -0.354 -2.500 -0.379 -1.414 1.244 0.2238
H 0.456 -2.734 -3.134 0.795 0.609 1.491 0.2264
H 1.629 -0.665 -3.757 0.182 -0.155 1.716 0.2156
H 1.499 0.015 -1.975 -0.005 -1.356 -1.256 0.1900
C -2.711 1.780 3.234 -0.068 0.032 0.051 -0.6137
C -1.914 0.488 3.083 -0.298 0.105 0.194 -0.3830
C -0.783 0.602 2.058 -0.538 0.034 -0.649 -0.5060
C -1.349 0.928 0.706 -0.778 0.736 -2.396 0.2929
N -1.795 1.184 -0.356 1.302 -0.673 3.444 -0.3480
H -3.210 2.057 2.301 0.098 -0.014 0.032 0.2178
H -3.486 1.662 3.994 0.091 0.037 -0.038 0.2183
H -2.062 2.608 3.535 -0.073 -0.044 -0.029 0.2036
H -2.597 -0.317 2.794 0.164 0.006 -0.004 0.2104
H -1.489 0.218 4.054 0.074 -0.050 -0.143 0.2114
H -0.235 -0.342 1.997 0.004 0.108 -0.165 0.2541
H -0.078 1.385 2.349 -0.064 -0.020 -0.149 0.2446
```
Positions in Å, forces in eV/Å.

Its SMILES is C[C@H](Cl)COC(=O)OCl.CCCC#N. As for the gap between HOMO and LUMO: 0.360 Ha. As for the total charge: 0. Its HOMO energy is -0.393 Eh. The calculated total energy is -41180.60927 eV.


(2)
ORCA calculation (the ωB97M-V functional and the def2-TZVPD basis) on a 2-piece molecular cluster, C8H13Cl2NSi overall.

```
25
Properties=species:S:1:pos:R:3:forces:R:3:nbo_charge:R:1
C -3.664 0.681 0.178 -0.215 -0.097 -0.412 -0.3201
C -2.403 1.254 0.276 0.962 -0.433 0.493 -0.2310
C -3.533 -0.655 0.567 0.660 1.200 -1.415 0.0044
C -1.509 0.283 0.697 -0.045 -0.575 0.120 -0.5083
C 2.970 0.373 0.139 -0.340 -2.060 -2.910 -0.6192
C 1.393 -1.303 -0.865 -0.346 -1.968 1.048 -0.6400
C 1.194 1.084 -1.430 1.727 0.961 0.874 -0.6224
C 1.502 0.118 -0.329 0.944 -0.272 2.884 -0.4387
N -2.241 -0.903 0.720 0.673 2.584 0.747 -0.4675
Si 0.252 0.368 1.229 -0.374 -2.985 -3.412 1.7715
Cl -0.446 -2.585 2.321 0.879 1.209 -0.359 -0.7111
Cl 1.156 1.242 2.704 0.197 0.817 1.343 -0.2970
H -4.455 1.163 -0.363 -0.631 -0.069 0.453 0.2290
H -2.019 2.200 0.023 -0.353 1.283 -0.219 0.2132
H -4.183 -1.466 0.615 -1.271 -0.912 -0.055 0.2184
H 3.212 1.370 0.300 0.268 1.823 0.620 0.2077
H 3.334 -0.283 0.871 0.053 -0.695 1.677 0.2203
H 3.616 0.025 -0.714 -0.501 0.593 0.258 0.2099
H 0.353 -1.660 -0.885 0.088 0.295 -0.480 0.2314
H 1.844 -2.088 -0.203 -0.099 0.922 -0.190 0.2377
H 1.868 -1.475 -1.848 -0.269 0.541 0.264 0.2142
H 0.229 1.453 -1.423 -2.385 0.208 -0.615 0.2170
H 1.806 1.995 -1.376 0.145 -0.304 0.029 0.2088
H 1.491 0.501 -2.255 -0.187 0.115 -1.786 0.2247
H -1.767 -1.690 1.052 0.421 -2.180 1.043 0.4472
```
Positions in Å, forces in eV/Å.

As for the gap between HOMO and LUMO: 0.285 Ha. As for the total charge: 0. Its HOMO energy is -0.324 Eh. The energy above the lowest of the compared OMol25 structures with the same formula, charge and spin is 49.2 kcal/mol. The calculated total energy is -42919.12211 eV.


(3)
ORCA calculation (the ωB97M-V functional and the def2-TZVPD basis) on a 3-piece molecular cluster, C8H13ClNO overall.

```
24
Properties=species:S:1:pos:R:3:forces:R:3:nbo_charge:R:1
C -2.156 -2.211 -0.577 -0.641 -0.786 -0.364 0.4624
C 2.095 0.803 0.004 0.275 -0.075 0.065 -0.4168
C 0.776 1.464 -0.431 -0.018 0.212 -0.008 -0.3903
C 0.838 -0.766 -1.266 -0.061 -0.169 0.089 -0.3927
C 0.774 -0.992 1.086 0.477 -0.304 0.256 -0.5320
C 1.765 -0.694 -0.053 0.156 0.056 0.047 -0.2058
C -0.165 0.257 -0.718 -0.237 0.139 -0.378 -0.3372
C -0.426 -0.251 0.644 -0.082 0.402 0.058 0.5886
N -1.447 0.051 1.368 -0.108 0.103 0.053 -0.6788
O -2.894 -2.993 -0.913 0.431 0.477 0.196 -0.4392
Cl -3.651 1.659 -0.189 -0.195 0.219 -0.120 -0.2409
H 2.900 1.038 -0.688 0.039 0.034 0.013 0.2369
H 2.409 1.114 0.998 0.062 0.021 0.035 0.2216
H 0.369 2.139 0.319 -0.032 0.091 -0.016 0.2176
H 0.895 2.023 -1.358 -0.068 0.007 0.002 0.2473
H 1.310 -0.430 -2.185 -0.013 0.066 -0.078 0.2408
H 0.395 -1.747 -1.421 0.039 -0.086 -0.051 0.2255
H 0.548 -2.060 1.117 -0.130 -0.086 -0.016 0.2784
H 1.119 -0.702 2.079 -0.076 0.021 0.050 0.2585
H 2.633 -1.346 -0.062 -0.028 -0.070 0.032 0.2496
H -1.032 0.506 -1.318 -0.121 0.009 0.037 0.2604
H -1.524 -0.255 2.331 0.055 0.005 -0.086 0.4240
H -3.301 2.808 0.269 -0.069 0.006 -0.050 0.2932
H -2.231 0.585 0.964 0.346 -0.293 0.233 0.4288
```
Positions in Å, forces in eV/Å.

As for the gap between HOMO and LUMO: 0.420 Ha. As for the total charge: +1. Its HOMO energy is -0.558 Eh. The energy above the lowest of the compared OMol25 structures with the same formula, charge and spin is 0.0 kcal/mol. The calculated total energy is -24560.74662 eV.


(4)
ORCA calculation (the ωB97M-V functional and the def2-TZVPD basis) on C8H13FLaN2O4S as an isolated structure.

```
30
Properties=species:S:1:pos:R:3:forces:R:3:mulliken_charge:R:1
C 2.429 -1.654 1.198 0.004 0.171 1.712 -0.6961
C 2.782 -0.056 1.220 -0.949 1.009 -0.074 0.2440
O 3.581 0.273 1.985 1.488 0.063 1.152 -0.1458
N 2.134 1.018 0.363 -1.107 -2.765 -2.420 0.0547
C 2.622 1.087 -1.045 0.817 2.354 1.796 -0.7470
C 0.637 0.986 0.478 -0.474 -1.639 0.196 -0.7177
N -0.100 2.193 0.801 0.304 -0.371 -1.461 -0.3438
C -1.523 1.750 0.765 0.329 -0.681 -0.044 0.0844
O -2.410 2.400 1.125 -0.644 0.594 0.352 -0.2539
C -1.585 0.326 0.127 0.680 -0.870 0.043 -0.5682
S -3.070 -0.137 -0.837 -1.892 -0.157 -0.715 1.4110
C -3.590 -1.708 -0.196 0.993 0.049 0.146 -1.0564
O -4.078 0.797 -0.587 -1.139 1.375 1.505 -0.5855
O -2.706 -0.206 -2.206 2.093 -0.933 -0.933 -0.6212
C -0.279 0.376 -0.657 -1.366 1.708 0.867 0.2507
F 0.145 -0.907 -1.329 -0.269 -0.281 0.545 -0.4813
H 1.420 -1.925 0.707 0.597 -0.302 2.192 0.2935
H 2.361 -1.974 2.228 0.162 -0.124 0.436 0.4854
H 3.326 -2.180 0.694 -0.869 -0.153 1.851 0.3209
H 2.554 0.109 -1.623 0.956 8.316 -2.609 0.3714
H 2.102 1.883 -1.556 -0.263 0.036 -0.561 0.4502
H 3.673 1.377 -1.025 0.408 -0.188 -0.269 0.5278
H 0.455 0.327 1.329 0.149 -0.091 0.307 0.5119
H -0.074 2.737 -0.069 0.240 1.065 0.538 0.4097
H -1.505 -0.401 0.930 -0.098 -0.168 0.378 0.5428
H -3.990 -1.591 0.798 -0.211 0.213 0.310 0.3939
H -2.765 -2.407 -0.184 0.298 -0.233 -0.030 0.3434
H -4.337 -2.101 -0.864 -0.418 0.148 -0.407 0.4339
H -0.519 1.000 -1.507 0.657 0.173 -0.629 0.5101
La 2.310 -1.392 -1.063 -0.479 -8.317 -4.173 1.5773
```
Positions in Å, forces in eV/Å.

As for the gap between HOMO and LUMO: 0.194 Ha. As for the total charge: +3. Its HOMO energy is -0.722 Eh. The energy above the lowest of the compared OMol25 structures with the same formula, charge and spin is 49.2 kcal/mol. The calculated total energy is -34048.00626 eV.


(5)
ORCA calculation (the ωB97M-V functional and the def2-TZVPD basis) on C8H13GaN8OS4Sb as an isolated structure.

```
36
Properties=species:S:1:pos:R:3:forces:R:3:nbo_charge:R:1
Ga -0.463 -0.244 -1.425 -0.143 -0.306 0.203 0.6860
C -0.957 -2.848 2.740 -0.005 -0.035 -0.038 -0.4196
N 0.460 -2.696 2.463 0.112 -0.105 -0.032 -0.4551
C 1.294 -2.894 3.637 -0.071 0.045 -0.008 -0.4041
C 0.789 -1.733 1.510 0.110 0.088 0.009 0.5971
N 0.005 -0.915 0.960 -0.114 0.260 -0.060 -0.7689
N 2.144 -1.782 1.134 -0.035 -0.065 0.011 -0.6407
C 2.774 -1.036 0.146 0.124 0.259 -0.147 0.6029
N 4.143 -1.292 0.124 0.049 -0.233 0.048 -0.8366
N 2.174 -0.256 -0.661 -0.309 -0.034 0.104 -0.7371
H -1.098 -3.772 3.302 0.004 0.010 0.003 0.1985
H -1.516 -2.918 1.809 -0.019 0.025 0.008 0.2369
H -1.366 -2.015 3.325 0.005 0.016 -0.003 0.1937
H 1.266 -3.944 3.932 0.024 0.019 0.024 0.1968
H 0.934 -2.291 4.481 0.037 0.012 -0.002 0.1871
H 2.326 -2.612 3.445 0.002 -0.005 0.026 0.1964
H -0.949 -0.887 1.320 0.062 -0.146 0.040 0.4025
H 2.643 -2.602 1.427 -0.022 -0.080 -0.077 0.3933
H 4.579 -1.584 0.983 -0.038 0.115 0.066 0.3773
H 4.698 -0.648 -0.410 -0.026 0.024 -0.063 0.3896
H 2.806 0.239 -1.280 0.087 -0.061 0.038 0.3522
S -3.289 0.773 -5.715 -0.617 -0.861 -0.841 -0.1653
Sb -3.879 0.650 -1.317 -0.539 0.373 0.439 0.9633
S -3.236 -0.280 0.969 -0.275 -0.362 -0.002 -0.4918
S -2.247 1.466 0.428 0.368 0.245 -0.352 -0.4653
S -5.767 1.821 -0.886 0.374 -0.284 -0.221 -0.8366
N 0.299 3.657 -1.420 -0.127 0.000 0.040 -0.8128
C -0.345 2.825 -2.292 0.159 -0.073 0.127 0.6962
O -0.060 1.595 -2.258 0.170 0.308 -0.249 -0.8324
C -1.252 3.384 -3.225 -0.063 0.113 0.247 -0.5315
C -1.468 4.781 -3.235 0.021 0.222 -0.075 0.3010
N -1.577 5.931 -3.219 -0.009 -0.033 0.055 -0.3973
C -1.974 2.560 -4.085 0.068 -0.530 -0.636 0.4290
N -2.468 1.825 -4.837 0.590 1.074 1.295 -0.4064
H -0.112 4.561 -1.246 0.034 0.012 -0.010 0.4021
H 0.690 3.182 -0.623 0.011 -0.006 0.031 0.4000
```
Positions in Å, forces in eV/Å.

As for the gap between HOMO and LUMO: 0.224 Ha. As for the total charge: -1. Its HOMO energy is -0.159 Eh. The energy above the lowest of the compared OMol25 structures with the same formula, charge and spin is 112.1 kcal/mol. The calculated total energy is -124732.82293 eV.


Among the records above, which one has the highest gap between HOMO and LUMO?
C8H13ClNO